Record 1
The following is a quantum chemistry calculation of a structure of composition C2H5N3O3 at a distorted geometry, from OMol25.

- Gap between HOMO and LUMO: 8.2 eV
- Net charge: 0
- Energy above the lowest of the compared OMol25 structures with the same formula, charge and spin: 861.5 kJ/mol
- E_tot: -468.87258 a.u.
- Highest occupied orbital energy: -8.082 eV
- E_LUMO: 0.1 eV

Structure (XYZ):
```
13
Properties=species:S:1:pos:R:3:forces:R:3
C -1.3518 -0.4052 -0.1905 -8.015 -0.104 1.621
C 2.0035 -0.8941 0.2232 0.460 -0.880 1.006
H -4.1267 0.9269 0.2908 0.676 -1.285 -0.321
H -1.6737 -1.6518 -0.3297 1.109 3.979 0.441
H 0.0897 0.8655 -0.4245 0.152 -1.655 1.242
H 2.0740 -1.8721 0.8831 1.328 2.136 -1.768
H 3.1448 1.8898 -0.4146 -5.428 -1.904 1.369
N -2.3333 0.5853 0.0530 5.566 -3.617 -1.117
N -0.0730 -0.0691 0.0939 -1.199 4.027 -0.812
N 2.8037 0.1529 0.2137 -2.775 -3.836 1.694
O -3.6050 0.0971 0.1263 -1.353 0.587 -0.040
O 0.7399 -1.0332 -0.3797 3.179 -0.607 -0.510
O 2.0900 1.3053 -0.0874 6.302 3.159 -2.807
```
Forces are in eV/Å.

Partial atomic charges computed with the natural (NBO) method, in multiples of e:
1. C 0.156
2. C 0.305
3. H 0.478
4. H 0.196
5. H 0.396
6. H 0.210
7. H 0.497
8. N -0.212
9. N -0.348
10. N -0.185
11. O -0.552
12. O -0.387
13. O -0.554

---

Record 2
The following is a quantum chemistry calculation of a cluster of 7 separate species, C46H47N7O3S3 in total at a distorted geometry, from OMol25.

- Gap between HOMO and LUMO: 8.0 eV
- Net charge: 0
- E_tot: -3584.55123 a.u.
- Highest occupied orbital energy: -7.599 eV
- E_LUMO: 0.4 eV

Structure (XYZ):
```
106
Properties=species:S:1:pos:R:3:forces:R:3
O -5.5753 -1.7275 -1.4741 -0.190 0.265 -0.049
S -4.7607 -2.0117 -0.3207 0.214 -1.517 -0.609
O -5.5218 -1.2567 0.9204 0.635 0.508 -0.060
O -3.3339 -1.2345 -0.6050 -1.028 0.692 1.331
C -3.1786 0.0459 0.0516 0.253 0.672 -0.080
C -4.1071 1.1478 -0.4876 0.613 0.327 -0.299
C -3.5310 1.8469 -1.7517 -0.217 -0.472 -0.079
S -4.1718 0.9960 -3.2478 0.054 -0.024 0.037
C -3.2117 1.5137 -4.6658 0.319 1.163 -0.703
S -4.0551 2.2073 -5.8940 -0.168 -0.395 0.119
N -1.8149 1.3607 -4.7991 -1.372 -1.964 1.245
C -1.3841 0.8039 -6.0685 0.368 1.041 -0.543
C -1.3805 -0.5447 -6.3786 -0.518 -0.639 1.005
C -0.9756 -0.9786 -7.6160 0.101 -0.155 -0.304
C -0.5508 -0.0586 -8.5597 0.643 0.275 -1.343
C -0.5061 1.2998 -8.3095 -0.992 0.022 2.171
C -0.9659 1.7075 -7.0152 0.953 0.701 -1.735
C -1.1351 0.7910 -3.6565 1.001 0.523 0.288
C -1.3524 -0.4613 -3.1070 -1.057 -0.532 -0.800
C -0.6438 -0.9116 -2.0176 0.627 -0.564 0.912
C 0.3551 -0.1406 -1.4403 0.141 0.440 -0.214
C 0.5957 1.1023 -2.0150 0.723 0.313 0.635
C -0.1363 1.5710 -3.0835 -0.063 0.332 -0.505
H -5.6168 -1.8985 1.6456 0.031 -0.090 -0.183
H -3.2896 -0.0570 1.1408 -0.134 -0.186 -0.323
H -2.1363 0.3420 -0.1316 -0.250 -0.225 0.014
H -5.1296 0.7871 -0.6616 0.258 0.090 0.098
H -4.1556 1.9417 0.2748 -0.082 -0.345 -0.034
H -2.4371 1.7854 -1.7641 -0.268 0.324 0.163
H -3.9017 2.8774 -1.7852 0.339 -0.166 -0.100
H -1.7178 -1.2720 -5.6411 0.080 0.161 -0.180
H -0.9879 -2.0375 -7.8634 -0.010 0.191 0.112
H -0.2106 -0.3816 -9.5464 -0.157 -0.198 0.297
H -0.1816 2.0524 -9.0215 -0.036 -0.217 0.084
H -0.9657 2.7746 -6.7948 -0.019 -0.283 0.119
H -2.1261 -1.0977 -3.5352 0.149 0.137 0.203
H -0.8353 -1.8825 -1.5625 -0.217 0.133 -0.368
H 0.9582 -0.4631 -0.5839 -0.348 -0.047 -0.315
H 1.3899 1.7354 -1.6177 -0.176 -0.144 -0.016
H 0.0863 2.5496 -3.5097 -0.120 -0.212 0.079
N 2.9773 -1.1075 0.7360 0.238 -0.025 -0.090
C 3.5312 -1.0918 1.9482 -0.300 0.054 0.052
C 4.8828 -1.2804 2.1819 0.097 -0.034 -0.035
C 5.7127 -1.5031 1.0961 0.041 -0.005 -0.039
C 5.1588 -1.5258 -0.1746 -0.020 0.018 0.059
C 3.7927 -1.3211 -0.2989 -0.159 0.023 0.004
H 2.8460 -0.9178 2.7711 0.080 0.009 0.061
H 5.2694 -1.2538 3.1902 -0.061 -0.014 0.010
H 6.7757 -1.6562 1.2367 -0.014 -0.003 -0.005
H 5.7710 -1.6965 -1.0498 -0.032 0.005 -0.013
H 3.3158 -1.3255 -1.2741 0.060 -0.013 -0.026
N -0.7975 4.6964 -8.9267 -0.517 0.450 -0.234
C -2.1288 4.6352 -8.7809 0.300 -0.253 0.155
C -3.0066 5.6061 -9.2391 -0.023 -0.091 0.025
C -2.4901 6.7079 -9.8939 -0.147 0.130 -0.066
C -1.1218 6.7970 -10.0638 0.070 0.007 0.007
C -0.3312 5.7751 -9.5652 0.321 -0.294 0.152
H -2.4970 3.7578 -8.2580 -0.097 0.025 -0.025
H -4.0716 5.4954 -9.0867 0.018 -0.041 0.032
H -3.1449 7.4859 -10.2670 0.007 -0.012 0.007
H -0.6735 7.6421 -10.5685 0.036 -0.028 0.006
H 0.7476 5.8116 -9.6754 -0.007 0.062 -0.039
N -6.6456 -4.5710 1.7160 0.194 -0.104 -0.049
C -6.5630 -5.5453 2.6238 -0.028 0.164 0.035
C -6.3046 -6.8700 2.3091 -0.016 0.016 -0.057
C -6.1238 -7.2055 0.9765 0.023 -0.071 -0.010
C -6.2064 -6.2097 0.0173 -0.014 -0.052 0.076
C -6.4673 -4.9162 0.4389 -0.094 0.242 0.052
H -6.7139 -5.2372 3.6528 0.015 -0.069 0.017
H -6.2465 -7.6184 3.0876 -0.011 0.025 0.013
H -5.9205 -8.2298 0.6899 -0.001 0.012 0.007
H -6.0714 -6.4295 -1.0328 -0.007 0.040 0.001
H -6.5404 -4.1019 -0.2728 -0.047 -0.110 -0.109
N 4.3217 -0.0466 5.6340 0.083 0.190 -0.026
C 3.4106 0.9006 5.8613 0.010 -0.276 0.037
C 3.6934 2.2581 5.8542 0.093 0.027 -0.013
C 4.9954 2.6552 5.6002 -0.004 0.065 0.002
C 5.9584 1.6859 5.3607 -0.030 0.010 0.017
C 5.5689 0.3570 5.3887 -0.039 -0.118 -0.031
H 2.4089 0.5436 6.0556 -0.042 0.166 0.001
H 2.9122 2.9816 6.0422 -0.035 -0.050 -0.010
H 5.2575 3.7060 5.5861 0.000 -0.014 0.001
H 6.9861 1.9550 5.1559 -0.004 -0.025 -0.008
H 6.2850 -0.4382 5.2041 0.079 0.066 0.030
N 0.1862 1.0689 5.0055 -0.272 -0.118 -0.061
C -0.0922 -0.2269 5.1596 0.145 0.135 0.026
C -1.2835 -0.8127 4.7604 -0.012 0.018 -0.014
C -2.2440 -0.0082 4.1703 -0.068 -0.035 -0.036
C -1.9766 1.3405 4.0019 0.020 -0.041 -0.005
C -0.7515 1.8251 4.4334 0.180 0.059 0.054
H 0.6874 -0.8193 5.6284 -0.051 -0.081 -0.021
H -1.4528 -1.8705 4.9087 0.030 0.006 0.011
H -3.1889 -0.4268 3.8456 0.004 0.007 0.012
H -2.7005 2.0025 3.5459 0.021 0.020 0.008
H -0.4972 2.8733 4.3186 -0.066 0.007 -0.026
N 6.1945 -2.5316 9.0630 0.209 0.090 0.036
C 7.2086 -2.9879 9.7981 -0.157 -0.048 -0.041
C 8.4293 -2.3403 9.9157 -0.014 0.018 -0.024
C 8.6096 -1.1516 9.2277 0.085 0.054 0.000
C 7.5691 -0.6604 8.4564 0.029 -0.050 0.033
C 6.3873 -1.3850 8.4093 -0.205 -0.090 -0.001
H 7.0233 -3.9227 10.3164 0.064 0.008 0.028
H 9.2163 -2.7569 10.5297 -0.020 -0.017 -0.001
H 9.5483 -0.6152 9.2921 -0.011 -0.008 0.003
H 7.6691 0.2643 7.9034 -0.042 -0.004 -0.002
H 5.5444 -1.0377 7.8218 0.038 0.031 -0.023
```
Forces are in eV/Å.

Löwdin population analysis, charges in e, atoms 1 to 99:
1. O -0.401
2. S 0.874
3. O -0.259
4. O -0.354
5. C -0.233
6. C -0.223
7. C -0.408
8. S 0.894
9. C -1.032
10. S 0.666
11. N -0.075
12. C -0.274
13. C -0.022
14. C -0.083
15. C -0.104
16. C -0.052
17. C -0.042
18. C -0.268
19. C -0.067
20. C -0.090
21. C -0.082
22. C -0.085
23. C -0.027
24. H 0.060
25. H 0.097
26. H 0.112
27. H 0.095
28. H 0.118
29. H 0.064
30. H 0.080
31. H 0.110
32. H 0.108
33. H 0.104
34. H 0.089
35. H 0.100
36. H 0.109
37. H 0.114
38. H 0.083
39. H 0.107
40. H 0.124
41. N 0.050
42. C -0.143
43. C -0.066
44. C -0.076
45. C -0.072
46. C -0.155
47. H 0.100
48. H 0.077
49. H 0.105
50. H 0.101
51. H 0.100
52. N 0.061
53. C -0.142
54. C -0.066
55. C -0.085
56. C -0.079
57. C -0.154
58. H 0.073
59. H 0.104
60. H 0.105
61. H 0.100
62. H 0.102
63. N 0.051
64. C -0.155
65. C -0.073
66. C -0.076
67. C -0.061
68. C -0.164
69. H 0.102
70. H 0.101
71. H 0.106
72. H 0.106
73. H 0.078
74. N 0.058
75. C -0.144
76. C -0.060
77. C -0.076
78. C -0.074
79. C -0.196
80. H 0.068
81. H 0.103
82. H 0.105
83. H 0.102
84. H 0.102
85. N 0.057
86. C -0.152
87. C -0.065
88. C -0.085
89. C -0.073
90. C -0.147
91. H 0.100
92. H 0.104
93. H 0.100
94. H 0.101
95. H 0.104
96. N 0.056
97. C -0.159
98. C -0.079
99. C -0.086